Record 1
C22H19N9O3RhS2 | ωB97M-V/def2-TZVPD

Positions of all 56 atoms, in Å:
Rh (-0.93420, 0.05079, -0.73618)
O (0.57520, 0.35729, -2.64268)
S (1.77320, 0.35609, -1.81148)
O (2.51230, 1.58919, -1.80308)
N (1.11760, 0.09559, -0.32668)
C (1.60000, 0.22929, 0.90782)
C (2.94480, 0.21439, 1.28112)
C (3.30400, 0.31659, 2.62292)
C (2.35800, 0.44949, 3.61422)
C (0.98680, 0.49449, 3.28532)
C (-0.03480, 0.67039, 4.23942)
C (-1.34060, 0.72339, 3.82232)
C (-1.62650, 0.61399, 2.45662)
N (-0.69670, 0.43909, 1.54022)
C (0.59590, 0.37589, 1.92752)
C (2.82660, -1.04881, -2.08588)
C (2.28250, -2.31151, -1.92948)
C (3.12290, -3.41181, -2.00448)
C (4.48090, -3.22881, -2.22758)
C (5.00850, -1.95651, -2.39478)
C (4.17560, -0.85101, -2.31728)
H (3.69460, 0.09879, 0.51432)
H (4.35050, 0.29779, 2.88432)
H (2.65050, 0.51929, 4.65092)
H (0.22320, 0.77279, 5.28252)
H (-2.14770, 0.85449, 4.52602)
H (-2.65220, 0.69719, 2.11832)
H (1.22330, -2.42441, -1.74598)
H (2.71820, -4.40581, -1.88158)
H (5.13450, -4.08651, -2.27638)
H (6.06450, -1.82381, -2.57748)
H (4.55200, 0.15409, -2.42608)
C (-1.83050, 5.38759, -0.61438)
C (-2.65740, 4.23189, -1.00278)
N (-3.94940, 4.21799, -1.06348)
N (-4.31220, 2.96149, -1.37488)
C (-3.23960, 2.15239, -1.48588)
S (-3.18720, 0.50149, -1.74048)
N (-2.16150, 2.97459, -1.28018)
N (-0.86340, 2.48659, -1.26458)
H (-2.49390, 6.22599, -0.42748)
H (-1.12560, 5.65959, -1.39778)
H (-1.27900, 5.16609, 0.29962)
H (-5.28380, 2.71619, -1.49668)
H (-0.22830, 3.13679, -0.80568)
H (-0.50300, 2.28699, -2.20608)
N (-3.27480, -2.03011, 0.74632)
C (-2.40680, -2.70001, -0.03608)
O (-1.49670, -2.12231, -0.65568)
C (-2.56670, -4.13571, -0.09358)
C (-1.72220, -4.90261, -0.89168)
N (-1.00770, -5.51831, -1.55168)
C (-3.56080, -4.76061, 0.65412)
N (-4.39170, -5.23531, 1.29612)
H (-3.26700, -1.02291, 0.69602)
H (-4.03440, -2.49891, 1.21022)

Its total charge is +1. The calculation puts the total energy at -2474.8984 a.u. The LUMO energy (alpha / beta) is -5.5 / -6.4 eV. The multiplicity is 1. The strongest force on any atom comes out at 4.5 eV Å⁻¹. For the HOMO-LUMO gap (alpha / beta), the calculation gives 4.4 / 3.4 eV.

Atom charges from the Mulliken analysis, given in e for atoms 1 to 4:
1. Rh 0.67
2. O -0.86
3. S 1.89
4. O -0.75



Record 2
C3H7NO3 | ωB97M-V/def2-TZVPD

Positions of all 14 atoms, in Å:
C (-0.53818, -0.66787, -0.12849)
C (-1.48544, -1.01618, 1.02265)
O (-2.56516, -1.76769, 0.42397)
N (0.42111, 0.29085, 0.39442)
C (1.33196, 0.99996, -0.29901)
O (1.17119, 0.82325, -1.64109)
O (2.18068, 1.72070, 0.17195)
H (-1.18176, -0.23811, -0.89419)
H (-0.01423, -1.55021, -0.47047)
H (-1.86064, -0.08941, 1.46169)
H (-1.09874, -1.67943, 1.79508)
H (-3.20990, -1.84260, 1.14433)
H (0.34104, 0.57839, 1.34176)
H (1.76944, 1.43863, -2.06394)

Its total charge is 0. The value obtained for the energy above the lowest of the compared OMol25 structures with the same formula, charge and spin is 0.939 eV. The calculation puts the total energy at -399.0031 a.u. The SMILES is O=C(O)NCCO. The LUMO energy is 0.7 eV. The multiplicity is 1. The strongest force on any atom comes out at 1.4 eV Å⁻¹. For the HOMO-LUMO gap, the calculation gives 10.7 eV.

Atom charges from the Mulliken analysis, given in e for atoms 1 to 4:
1. C -0.38
2. C -0.56
3. O -0.51
4. N -0.11



Record 3
C25H35N10O2S2Tl | ωB97M-V/def2-TZVPD

Positions of all 75 atoms, in Å:
Tl (0.99878, 0.60225, 0.31792)
O (2.08135, -1.23805, 4.64434)
C (0.82976, -1.48794, 5.07003)
C (0.66510, -2.42211, 6.09541)
C (-0.59569, -2.71820, 6.57091)
C (-1.71938, -2.08952, 6.03791)
C (-1.55691, -1.16375, 5.02634)
C (-0.29350, -0.84717, 4.52039)
C (-0.13687, 0.11910, 3.39018)
O (1.02571, 0.24268, 2.87123)
N (-1.24621, 0.72944, 3.00097)
N (-1.01974, 1.53810, 1.91135)
C (-1.94146, 2.37846, 1.66181)
C (-1.83831, 3.32673, 0.53993)
C (-2.97501, 4.03331, 0.14689)
C (-2.87362, 4.95898, -0.87684)
C (-1.64071, 5.15332, -1.47788)
C (-0.56844, 4.39751, -1.02377)
N (-0.64852, 3.50921, -0.04371)
H (1.97051, -0.58396, 3.90346)
H (1.54939, -2.89687, 6.49956)
H (-0.70646, -3.44435, 7.36693)
H (-2.70688, -2.32041, 6.41422)
H (-2.40919, -0.65553, 4.59662)
H (-2.83261, 2.42002, 2.29034)
H (-3.91598, 3.85796, 0.65206)
H (-3.73926, 5.52991, -1.18933)
H (-1.50245, 5.87633, -2.27046)
H (0.41226, 4.52674, -1.47047)
C (-1.48433, -2.22936, 0.14611)
C (-1.30475, -1.61617, -1.25337)
N (0.08660, -1.50861, -1.64221)
C (0.85741, -2.73443, -1.69746)
C (2.27703, -2.55291, -1.15741)
N (2.35169, -1.88570, 0.13103)
C (1.98221, -2.62883, 1.32556)
C (0.48616, -2.93672, 1.47215)
N (-0.43970, -1.86160, 1.09825)
H (-1.55851, -3.32023, 0.06822)
H (-2.45163, -1.89072, 0.52437)
H (-1.71293, -0.60308, -1.26325)
H (-1.91158, -2.21136, -1.95773)
H (0.18612, -0.92317, -2.46016)
H (0.94069, -3.14291, -2.71547)
H (0.33696, -3.49880, -1.12227)
H (2.83541, -1.93428, -1.86384)
H (2.76654, -3.54126, -1.15001)
H (3.27694, -1.49136, 0.25185)
H (2.29799, -2.02814, 2.17660)
H (2.51356, -3.59177, 1.40009)
H (0.33196, -3.21967, 2.51880)
H (0.24156, -3.82816, 0.88913)
H (-0.86978, -1.47618, 1.92572)
S (4.44609, 1.38351, -0.49144)
C (4.09073, 0.78993, -1.99196)
N (2.93353, 1.19808, -2.63583)
C (2.57035, 0.80482, -3.87085)
C (3.37939, -0.04468, -4.55605)
C (4.54919, -0.45938, -3.87773)
N (4.89362, -0.08552, -2.67817)
H (2.32273, 1.79947, -2.09508)
H (1.62592, 1.19420, -4.22462)
H (3.14092, -0.38457, -5.55082)
H (5.22746, -1.15201, -4.36930)
C (-3.71814, 2.52023, -5.79500)
N (-2.82644, 2.48306, -4.65686)
C (-1.97846, 1.48432, -4.36416)
N (-1.99062, 0.41796, -5.19367)
S (-0.96244, 1.58218, -3.03370)
H (-4.25619, 3.46376, -5.78442)
H (-4.46006, 1.71831, -5.75270)
H (-3.17052, 2.45280, -6.73834)
H (-2.76667, 3.27452, -4.03800)
H (-2.70868, 0.29192, -5.88555)
H (-1.46549, -0.38831, -4.90630)

Its total charge is 0. The value obtained for the energy above the lowest of the compared OMol25 structures with the same formula, charge and spin is 0.720 eV. The calculation puts the total energy at -2640.5655 a.u. The LUMO energy is -0.2 eV. The multiplicity is 1. The strongest force on any atom comes out at 0.3 eV Å⁻¹. For the HOMO-LUMO gap, the calculation gives 7.0 eV.

Atom charges from the Mulliken analysis, given in e for atoms 1 to 4:
1. Tl 0.93
2. O -0.77
3. C 0.37
4. C -0.68



Record 4
C6H24O6 | ωB97M-V/def2-TZVPD

Positions of all 36 atoms, in Å:
C (17.74525, -4.10118, 8.25703)
O (18.80060, -4.68144, 7.53046)
H (18.09473, -3.97666, 9.28195)
H (17.53061, -3.15373, 7.76269)
H (16.79561, -4.63520, 8.29031)
H (18.48277, -4.78009, 6.62998)
C (16.19715, 1.13763, 13.46071)
O (15.23403, 0.77768, 14.44052)
H (16.70308, 2.05132, 13.77262)
H (16.92525, 0.35067, 13.26408)
H (15.71199, 1.27223, 12.49396)
H (15.58380, 0.92724, 15.32194)
C (18.01918, -3.72045, 12.35390)
O (17.42351, -2.41389, 12.25493)
H (19.09691, -3.60921, 12.47321)
H (17.70644, -4.26100, 13.24726)
H (17.73358, -4.31117, 11.48351)
H (18.10852, -1.85559, 11.87988)
C (19.14624, -0.94712, 15.46920)
O (18.54688, -2.21057, 15.27305)
H (18.44328, -0.11639, 15.40726)
H (19.46783, -0.88997, 16.50911)
H (19.99520, -0.78601, 14.80482)
H (18.03147, -2.19006, 14.46340)
C (16.24478, -6.82073, 10.76630)
O (16.82180, -8.06450, 11.17693)
H (16.25688, -6.09952, 11.58349)
H (16.76226, -6.37628, 9.91614)
H (15.22854, -7.08730, 10.47596)
H (17.74564, -7.87654, 11.35805)
C (19.61007, 0.58441, 11.71030)
O (19.41785, -0.77388, 11.35600)
H (19.02709, 0.77836, 12.61064)
H (20.66068, 0.68425, 11.98298)
H (19.36654, 1.33042, 10.95382)
H (19.97680, -0.92832, 10.59093)

Its total charge is +1. The value obtained for the energy above the lowest of the compared OMol25 structures with the same formula, charge and spin is 3.662 eV. The calculation puts the total energy at -693.9352 a.u. The LUMO energy (alpha / beta) is -2.7 / -10.2 eV. The multiplicity is 2. The strongest force on any atom comes out at 2.3 eV Å⁻¹. For the HOMO-LUMO gap (alpha / beta), the calculation gives 10.3 / 2.6 eV.

Atom charges from the Mulliken analysis, given in e for atoms 1 to 4:
1. C -0.26
2. O -0.52
3. H -0.12
4. H 0.33